Entry w
The following is a DFT calculation (the ωB97M-V functional and the def2-TZVPD basis) of a structure of composition C23H22CaCl4F2N4O3S.

Properties
- Kohn-Sham gap (alpha / beta): 6.67 / 6.68 eV
- Multiplicity: 1

Positions of all 60 atoms, in Å:
1 Ca -0.47463 -0.33438 -0.91834
2 Cl -0.43158 6.57483 2.41568
3 Cl -4.72243 -1.26717 -2.50787
4 Cl 0.25181 1.17261 1.77687
5 Cl -5.11571 1.54436 -1.91886
6 S -0.36661 4.08746 0.45138
7 F 2.77847 -5.04070 -1.21290
8 F 4.44527 -1.10970 -3.09776
9 O -2.45933 3.52194 0.65665
10 O -1.80349 -0.35424 -2.77057
11 O -2.36646 0.90351 -1.04129
12 N -3.15261 3.50969 -0.22402
13 N 1.04899 1.01396 -2.20165
14 N 1.43777 -1.64857 1.54445
15 N -2.45704 -1.81333 0.25246
16 C 1.91469 0.22614 -2.86212
17 C -4.05932 0.38271 -2.70613
18 C 0.40158 3.60500 4.90395
19 C -0.08485 3.88273 2.15296
20 C 1.17113 -1.78239 -1.58264
21 C 2.13344 1.87136 -4.59883
22 C -2.62150 0.33322 -2.13855
23 C 2.18940 -1.12136 -2.30250
24 C 1.25119 2.68477 -3.90100
25 C 0.17175 2.62593 2.73032
26 C -0.34666 -3.18849 2.13932
27 C -2.68882 -2.53361 1.51629
28 C 3.40184 -1.77002 -2.53508
29 C 0.73247 2.20315 -2.71581
30 C 2.46464 0.63468 -4.07985
31 C -1.51538 -2.25329 2.45145
32 C 0.41281 2.49008 4.08625
33 C 1.41021 -3.11719 -1.23384
34 C -0.10131 4.99357 3.02199
35 C 2.60079 -3.74423 -1.54794
36 C 1.00317 -2.62014 2.55499
37 C 3.63718 -3.07839 -2.16829
38 C 0.14021 4.85606 4.37809
39 H -2.73959 -3.60454 1.31159
40 H 4.58798 -3.55307 -2.36275
41 H 0.60104 3.50141 5.96190
42 H 0.61827 1.50860 4.49135
43 H 0.03104 2.79927 -2.14273
44 H -0.31338 -3.35088 1.05827
45 H 0.64863 -3.70186 -0.72558
46 H 1.72198 -3.43684 2.69356
47 H -2.94550 -0.92306 0.28261
48 H 1.62145 -2.12869 0.66826
49 H 2.30742 -1.21112 1.82514
50 H -2.84291 -2.31913 -0.53647
51 H -4.04303 0.58856 -3.77017
52 H 3.13625 -0.01586 -4.61717
53 H 0.90865 -2.10253 3.51414
54 H -3.63760 -2.24429 1.97569
55 H 2.55179 2.19395 -5.54359
56 H -1.81821 -2.36054 3.49558
57 H -0.51494 -4.15430 2.62106
58 H -1.19821 -1.22000 2.28815
59 H 0.96785 3.66154 -4.26620
60 H 0.11990 5.73281 5.01013

Entry x
The following is a DFT calculation (the ωB97M-V functional and the def2-TZVPD basis) of a structure of composition C23H22CaCl4F2N4O3S.

Properties
- Kohn-Sham gap: 7.23 eV
- Multiplicity: 1

Positions of all 60 atoms, in Å:
1 Ca -0.65752 0.12064 0.35483
2 Cl 0.59671 0.02647 3.71874
3 Cl -4.24401 3.54355 1.59511
4 Cl -0.64200 -4.87341 1.70636
5 Cl -5.30093 1.63423 -0.34953
6 S -1.57175 -1.91548 2.31776
7 F 5.15407 -0.50371 0.53766
8 F 3.49673 2.95600 -2.11550
9 O -3.91329 0.19762 2.74206
10 O -2.77844 -1.59530 4.75121
11 O -2.71041 0.87662 0.97519
12 N -2.31858 -0.51879 -1.51190
13 N -0.38608 2.27278 -0.85035
14 N 0.38777 -2.04413 -0.59533
15 N -2.21989 -0.87956 4.08983
16 C 2.59737 -3.39696 3.47625
17 C 4.10921 0.26687 0.14934
18 C 0.43206 -3.78274 2.52675
19 C 1.17458 -1.82387 -1.82674
20 C -3.70892 0.88441 1.74244
21 C -0.05466 4.89242 -1.63640
22 C 1.04408 4.09651 -1.37060
23 C 2.85621 0.03846 0.68197
24 C 1.75001 0.80996 0.30927
25 C -1.44160 3.04972 -1.10118
26 C 3.26042 2.01939 -1.15826
27 C -2.05376 -0.48137 -2.95702
28 C -0.87924 -1.37755 -3.32459
29 C 1.98701 1.85432 -0.61631
30 C 0.97228 -1.64041 3.41483
31 C 0.47059 -0.87281 -2.78187
32 C 0.85922 2.76832 -0.97776
33 C 0.01860 -2.47350 2.80611
34 C -4.82069 1.88051 1.34873
35 C 4.34423 1.24505 -0.79660
36 C -1.33228 4.36540 -1.50519
37 C 1.69742 -4.24457 2.84909
38 C 2.23582 -2.09046 3.75821
39 H 3.58575 -3.75183 3.73286
40 H -3.00800 0.18104 -1.24594
41 H 5.31945 1.40108 -1.23350
42 H -2.21726 4.95710 -1.69125
43 H 1.39110 -2.76976 -2.33567
44 H 0.33049 0.09056 -2.28010
45 H -1.08278 -2.39458 -2.96798
46 H 0.99206 -2.44604 0.11613
47 H -1.81051 0.55093 -3.22001
48 H 2.76514 -0.77749 1.39587
49 H -2.93657 -0.76599 -3.53892
50 H -0.33565 -2.73790 -0.75951
51 H 2.03947 4.50187 -1.44730
52 H 2.93051 -1.40427 4.22164
53 H -2.73836 -1.41024 -1.26238
54 H 0.08515 5.92412 -1.93366
55 H 2.12463 -1.38448 -1.52527
56 H 1.96525 -5.26283 2.60566
57 H 1.15178 -0.67076 -3.61060
58 H -2.41533 2.59687 -0.94201
59 H -5.70448 1.74155 1.95828
60 H -0.84217 -1.45360 -4.41293

entry x has the most favorable energy; the next structure is 54.1 kcal/mol above.

Entry w
The following is a DFT calculation (the ωB97M-V functional and the def2-TZVPD basis) of a structure of composition C5H30NO11.

Properties
- Kohn-Sham gap: 8.86 eV
- Total charge: -1
- Multiplicity: 1

Positions of all 47 atoms, in Å:
1 O 1.48527 -2.37407 1.80076
2 O 2.66736 1.47664 -3.77527
3 O 0.66755 -0.56952 3.55946
4 O -1.47301 -2.06150 -4.01877
5 O 1.96152 0.96353 2.19502
6 O 1.00497 -2.27023 -2.77547
7 O -1.04708 1.68909 3.57024
8 O 0.93205 3.25334 2.60709
9 O -0.78838 1.72046 -3.44251
10 O -2.83845 0.72975 1.69035
11 O 2.18439 -0.07136 -1.50505
12 N -1.37596 -1.63876 -0.12212
13 C -2.33482 0.63735 0.33213
14 C 1.33469 0.47695 -0.40897
15 C -1.07800 -0.23819 0.24048
16 C -2.37703 -2.31375 0.70026
17 C -0.11594 0.29663 -0.83508
18 H -0.58143 0.85326 3.76687
19 H -3.12195 -2.86906 0.12914
20 H -1.73998 -1.59842 -1.06924
21 H -2.90671 -1.62413 1.36466
22 H 1.50665 2.41703 2.47237
23 H 1.18334 -0.82790 4.32934
24 H -0.59797 -0.28248 1.22055
25 H 0.82649 3.61819 1.72503
26 H 0.50562 -2.83450 -2.17080
27 H 0.17635 1.63676 -3.46626
28 H 1.76128 1.46586 -0.30444
29 H -3.15299 0.03661 -0.07254
30 H -2.13482 -2.09876 -3.31644
31 H 2.81673 0.73831 2.57899
32 H -2.29904 1.67924 0.01892
33 H 1.45062 -1.64892 -2.16483
34 H -2.17645 1.04838 2.34542
35 H 0.71324 -2.70359 1.32913
36 H 2.45707 1.60733 -2.84017
37 H -0.66335 -1.90947 -3.48736
38 H 1.52828 -0.13441 0.45652
39 H -0.41333 1.28044 -1.19432
40 H -1.91110 -3.04204 1.37279
41 H -0.12686 -0.35160 -1.70713
42 H -0.31863 2.25536 3.21119
43 H 2.84363 -0.72548 -1.25637
44 H 1.11478 -1.65447 2.38709
45 H 1.28388 0.23069 2.97003
46 H 2.62955 0.51082 -3.76953
47 H -0.98076 1.67731 -4.38638

Entry x
The following is a DFT calculation (the ωB97M-V functional and the def2-TZVPD basis) of a cluster of 11 separate species, C5H30NO11 in total.

Properties
- Kohn-Sham gap: 9.04 eV
- Total charge: -1
- Multiplicity: 1

Positions of all 47 atoms, in Å:
1 O -1.06037 0.04930 -0.36842
2 O -3.32055 -2.47187 0.87453
3 O -2.71950 -1.45364 -1.66394
4 O -0.91605 3.63887 -0.44682
5 O -1.33145 -3.31325 2.55902
6 O 2.55098 -0.84153 2.89053
7 O 1.52486 3.65032 1.56141
8 O 2.13887 1.77985 -3.13053
9 O -3.56919 -0.13267 2.13248
10 O -2.19786 1.92465 0.74570
11 O -1.27107 0.02439 -3.38181
12 N 2.21226 0.65064 -0.20573
13 C 0.07392 -0.67398 0.08635
14 C 2.07563 -1.65224 -1.12945
15 C 3.41528 -1.46741 -0.39054
16 C 1.27716 -0.34693 -0.84499
17 C 3.45693 -0.06953 0.18810
18 H -1.19988 0.33916 -2.46017
19 H -1.95438 -2.94386 1.88981
20 H 3.59512 -2.25932 0.33859
21 H -1.33549 0.91995 0.14148
22 H 0.41874 -0.28012 1.05128
23 H 4.33206 0.46475 -0.18705
24 H -0.99649 -0.88353 -3.19757
25 H 1.66357 -2.50844 -0.60559
26 H 2.19974 -0.23528 2.23899
27 H -1.93834 2.31021 1.58841
28 H 1.49491 1.75454 -3.85163
29 H 2.51785 1.29480 -0.92369
30 H 1.88608 -0.87111 3.58503
31 H -1.33154 -2.72917 3.31765
32 H -3.55507 -1.54727 1.14554
33 H -0.27626 -1.69970 0.14723
34 H 3.51330 -0.07450 1.28027
35 H -3.28151 0.68617 1.66453
36 H 2.13037 3.29053 0.90730
37 H 2.20952 -1.79015 -2.19902
38 H -3.14731 -1.14906 -2.47005
39 H -2.88083 -0.31504 2.77755
40 H -1.72031 3.05780 -0.06015
41 H 1.51250 1.87991 -2.40190
42 H -0.50957 3.00909 -1.04898
43 H -2.56985 -0.62130 -1.17696
44 H 4.27547 -1.56402 -1.05931
45 H 0.65010 3.50992 1.17060
46 H 0.90213 0.17667 -1.71006
47 H -2.80374 -2.31061 0.06786

entry x has the most favorable energy; the next structure is 4.5 kcal/mol above.

Entry w
The following is a DFT calculation (the ωB97M-V functional and the def2-TZVPD basis) of an isolated molecule of CH2FIO.

Properties
- Kohn-Sham gap: 10.15 eV
- Multiplicity: 1
- SMILES: O[C@H](F)I

Positions of all 6 atoms, in Å:
1 I -2.25067 -0.27598 0.02902
2 F 0.11780 1.48617 0.18147
3 O 0.57504 -0.72600 0.64351
4 C -0.15183 0.14005 -0.11551
5 H 1.55473 -0.54654 0.64658
6 H 0.15494 -0.07770 -1.38507

Entry x
The following is a DFT calculation (the ωB97M-V functional and the def2-TZVPD basis) of a cluster of 2 separate species, CH2FIO in total.

Properties
- Kohn-Sham gap: 8.49 eV
- Multiplicity: 1

Positions of all 6 atoms, in Å:
1 I -0.90890 -1.71725 -1.86523
2 F -1.29322 0.96032 -1.35637
3 O 0.20047 0.30709 1.33134
4 C -0.40023 0.11007 -1.18282
5 H 0.45206 1.22039 1.00303
6 H -0.72906 0.11623 1.67435

entry w has the most favorable energy; the next structure is 62.2 kcal/mol above.